13 unconnected molecules or ions with the total composition C24H12Cl48FN2O at a distorted geometry. Source: the OMol25 dataset; level of theory: ωB97M-V/def2-TZVPD.

Each atom is followed by the atoms it is bonded to, with distances in Å.
Cartesian coordinates (Å):
1 O 0.36 -5.26 -1.48  C2 1.182
2 C 0.13 -4.20 -1.96  O1 1.182, F3 1.345, C4 1.518
3 F 0.29 -4.05 -3.29  C2 1.345
4 C -0.35 -3.05 -1.10  C2 1.518, C5 1.527, H17 1.090, H18 1.106
5 C -0.17 -1.67 -1.74  C4 1.527, C6 1.359, N9 1.389
6 C 0.86 -1.39 -2.58  C5 1.359, N7 1.385, H19 1.078
7 N 0.65 -0.06 -2.93  C6 1.385, C8 1.323, H20 1.010
8 C -0.43 0.39 -2.30  N7 1.323, N9 1.330, H21 1.078
9 N -0.97 -0.55 -1.54  C5 1.389, C8 1.330, C10 1.471
10 C -2.17 -0.41 -0.70  N9 1.471, C11 1.521, H22 1.089, H23 1.096
11 C -3.35 -1.10 -1.37  C10 1.521, C12 1.397, C16 1.389
12 C -3.76 -2.39 -1.01  C11 1.397, C13 1.385, H24 1.089
13 C -4.81 -3.04 -1.64  C12 1.385, C14 1.400, H25 1.084
14 C -5.52 -2.38 -2.64  C13 1.400, C15 1.384, H26 1.084
15 C -5.15 -1.09 -2.98  C14 1.384, C16 1.392, H27 1.087
16 C -4.07 -0.46 -2.36  C11 1.389, C15 1.392, H28 1.089
17 H -1.38 -3.28 -0.82  C4 1.090
18 H 0.24 -3.11 -0.17  C4 1.106
19 H 1.64 -2.06 -2.90  C6 1.078
20 H 1.26 0.45 -3.55  N7 1.010
21 H -0.77 1.41 -2.41  C8 1.078
22 H -2.01 -0.72 0.33  C10 1.089
23 H -2.42 0.65 -0.68  C10 1.096
24 H -3.24 -2.92 -0.21  C12 1.089
25 H -5.05 -4.05 -1.33  C13 1.084
26 H -6.35 -2.92 -3.09  C14 1.084
27 H -5.73 -0.58 -3.74  C15 1.087
28 H -3.85 0.56 -2.70  C16 1.089
29 C -2.27 0.42 3.17  Cl30 1.781, Cl31 1.773, Cl32 1.760, Cl33 1.755
30 Cl -0.74 0.43 2.27  C29 1.781
31 Cl -3.42 -0.67 2.37  C29 1.773
32 Cl -1.96 -0.17 4.80  C29 1.760
33 Cl -2.94 2.04 3.23  C29 1.755
34 C 4.94 -1.84 -3.85  Cl35 1.757, Cl36 1.779, Cl37 1.772, Cl38 1.770
35 Cl 6.57 -2.04 -3.23  C34 1.757
36 Cl 4.28 -0.29 -3.29  C34 1.779
37 Cl 4.98 -1.85 -5.62  C34 1.772
38 Cl 3.93 -3.16 -3.25  C34 1.770
39 C -2.33 1.18 -6.09  Cl40 1.789, Cl41 1.762, Cl42 1.765, Cl43 1.761
40 Cl -1.33 0.67 -4.70  C39 1.789
41 Cl -3.49 -0.08 -6.47  C39 1.762
42 Cl -3.18 2.67 -5.67  C39 1.765
43 Cl -1.28 1.47 -7.48  C39 1.761
44 C 3.59 -2.86 1.10  Cl45 1.782, Cl46 1.764, Cl47 1.763, Cl48 1.763
45 Cl 2.35 -2.20 0.01  C44 1.782
46 Cl 2.82 -3.42 2.58  C44 1.764
47 Cl 4.41 -4.20 0.31  C44 1.763
48 Cl 4.76 -1.59 1.48  C44 1.763
49 C -3.09 5.35 0.60  Cl50 1.764, Cl51 1.762, Cl52 1.774, Cl53 1.766
50 Cl -4.33 5.88 -0.54  C49 1.764
51 Cl -3.85 4.89 2.13  C49 1.762
52 Cl -2.23 3.95 -0.06  C49 1.774
53 Cl -1.95 6.66 0.89  C49 1.766
54 C 10.61 -2.07 -4.16  Cl55 1.766, Cl56 1.764, Cl57 1.772, Cl58 1.768
55 Cl 10.83 -0.33 -4.36  C54 1.766
56 Cl 12.14 -2.90 -4.45  C54 1.764
57 Cl 10.06 -2.41 -2.51  C54 1.772
58 Cl 9.40 -2.65 -5.31  C54 1.768
59 C 1.54 -0.83 7.31  Cl60 1.765, Cl61 1.768, Cl62 1.771, Cl63 1.765
60 Cl 1.81 0.91 7.32  C59 1.765
61 Cl -0.10 -1.18 7.86  C59 1.768
62 Cl 1.74 -1.43 5.66  C59 1.771
63 Cl 2.71 -1.61 8.38  C59 1.765
64 C -2.02 6.51 5.83  Cl65 1.768, Cl66 1.766, Cl67 1.765, Cl68 1.771
65 Cl -1.72 6.85 4.12  C64 1.768
66 Cl -0.54 5.86 6.55  C64 1.766
67 Cl -2.48 7.99 6.66  C64 1.765
68 Cl -3.32 5.32 5.97  C64 1.771
69 C 1.65 -5.08 -6.88  Cl70 1.768, Cl71 1.766, Cl72 1.763, Cl73 1.772
70 Cl 0.38 -4.32 -7.85  C69 1.768
71 Cl 0.94 -5.86 -5.47  C69 1.766
72 Cl 2.50 -6.28 -7.86  C69 1.763
73 Cl 2.79 -3.85 -6.32  C69 1.772
74 C -6.39 0.24 5.27  Cl75 1.766, Cl76 1.774, Cl77 1.768, Cl78 1.767
75 Cl -7.69 0.16 6.47  C74 1.766
76 Cl -4.87 -0.26 6.02  C74 1.774
77 Cl -6.78 -0.84 3.92  C74 1.768
78 Cl -6.26 1.90 4.67  C74 1.767
79 C 2.87 4.53 8.66  Cl80 1.766, Cl81 1.767, Cl82 1.772, Cl83 1.765
80 Cl 3.15 6.28 8.64  C79 1.766
81 Cl 1.22 4.21 9.20  C79 1.767
82 Cl 3.08 3.90 7.02  C79 1.772
83 Cl 4.02 3.76 9.75  C79 1.765
84 C 2.12 3.91 -0.38  Cl85 1.761, Cl86 1.783, Cl87 1.765, Cl88 1.764
85 Cl 1.21 5.40 -0.13  C84 1.761
86 Cl 1.01 2.63 -0.93  C84 1.783
87 Cl 3.36 4.17 -1.61  C84 1.765
88 Cl 2.88 3.41 1.13  C84 1.764

**HOMO-LUMO gap**: 9.53 eV
**Maximum force**: 2.2 eV/Å
**E**: -23295.2025 hartree
**Net charge**: +1
**HOMO energy**: -12.3 eV

Atomic partial charges in e from the Mulliken method, atoms 1 to 5: number 1, O, carries -0.48; number 2, C, carries 0.35; number 3, F, carries -0.11; number 4, C, carries 0.03; number 5, C, carries 0.12